This record from the OMol25 dataset describes a molecular structure, C37H51EuN4OP2 at a distorted geometry. The level of theory is ωB97M-V/def2-TZVPD.

Computed properties:
* LUMO level (spin up / spin down): -3.3 / -3.3 eV
* charge: +1
* relative energy (zero: lowest compared OMol25 entry of this formula, charge and spin): 0.0 kJ/mol
* multiplicity: 8
* HOMO level (spin up / spin down): -8.36 / -8.38 eV
* frontier orbital gap (spin up / spin down): 0.1860 / 0.1868 Ha

Geometry (Å):
C (-1.88305, -1.78951, -1.54517)
C (0.32981, -1.92090, -2.29417)
C (-2.28408, -2.77471, -2.45316)
C (-0.08232, -2.77730, -3.34788)
C (-1.37497, -3.24114, -3.40381)
H (-3.31614, -3.12217, -2.42205)
H (0.68152, -3.10566, -4.05450)
H (-1.68133, -3.96046, -4.16498)
N (-0.61384, -1.33598, -1.45429)
P (-2.72373, 0.43385, 0.06134)
P (2.56054, -1.27551, -0.63729)
C (-2.98973, -1.25989, -0.61304)
H (-3.95651, -1.29301, -1.14285)
H (-3.08687, -1.94381, 0.24507)
C (1.04922, 3.41895, 1.08251)
O (1.21295, 4.51978, 1.35849)
C (1.73602, -1.71904, -2.13138)
H (2.32538, -1.88085, -3.04281)
C (3.89212, 0.03689, -1.13968)
C (3.30346, -2.96482, -0.13824)
C (-3.53915, 1.50323, -1.31642)
C (-3.75098, 0.33633, 1.66504)
C (3.35388, 1.37119, -0.57363)
H (3.11777, 1.29334, 0.50518)
H (4.12412, 2.14766, -0.67928)
H (2.46865, 1.74067, -1.12528)
C (5.25104, -0.29126, -0.50847)
H (5.20482, -0.34549, 0.58528)
H (5.66926, -1.22924, -0.89520)
H (5.96182, 0.50860, -0.76661)
C (4.06610, 0.13151, -2.65784)
H (4.85614, 0.87058, -2.86852)
H (4.39679, -0.81879, -3.09849)
H (3.15450, 0.46066, -3.17494)
C (3.95279, -2.82224, 1.25274)
H (3.26283, -2.36423, 1.97608)
H (4.22686, -3.82071, 1.62531)
H (4.86719, -2.21817, 1.22285)
C (2.11723, -3.94180, -0.07661)
H (1.29136, -3.55390, 0.53814)
H (1.72775, -4.14148, -1.08181)
H (2.45897, -4.89405, 0.35450)
C (4.31143, -3.45126, -1.19876)
H (4.07548, -3.09263, -2.20956)
H (5.34436, -3.16941, -0.95778)
H (4.28786, -4.54972, -1.24492)
C (-3.69901, 1.71801, 2.33963)
H (-4.18914, 1.65123, 3.32249)
H (-2.66228, 2.04946, 2.50501)
H (-4.22631, 2.48854, 1.76047)
C (-3.07817, -0.69648, 2.59167)
H (-3.14089, -1.71728, 2.19461)
H (-2.02298, -0.45602, 2.76895)
H (-3.60164, -0.69286, 3.56073)
C (-5.20522, -0.09690, 1.42165)
H (-5.65447, -0.35057, 2.39420)
H (-5.81985, 0.70109, 0.99073)
H (-5.28146, -0.98986, 0.78628)
C (-2.85972, 1.17091, -2.65890)
H (-3.25100, 1.85470, -3.42954)
H (-1.77415, 1.31560, -2.62133)
H (-3.06865, 0.14464, -2.98874)
C (-3.27478, 2.97813, -0.96503)
H (-2.19962, 3.19062, -0.88087)
H (-3.67551, 3.60974, -1.77224)
H (-3.77035, 3.27762, -0.03186)
C (-5.04518, 1.25648, -1.46647)
H (-5.30136, 0.19331, -1.56704)
H (-5.62740, 1.69175, -0.64518)
H (-5.38301, 1.75497, -2.38961)
Eu (0.32842, 0.72032, 0.00496)
N (0.12292, 2.71308, -1.67080)
C (0.28000, 3.01660, -2.80574)
C (0.57952, 2.91967, -4.19754)
C (0.65146, 4.05506, -5.02310)
C (0.84944, 1.64328, -4.73859)
C (0.94934, 3.90509, -6.38197)
H (0.48257, 5.04419, -4.59790)
C (1.14095, 1.50690, -6.09756)
H (0.82270, 0.75494, -4.09748)
C (1.19134, 2.63573, -6.92162)
H (0.99376, 4.78491, -7.02788)
H (1.31565, 0.51134, -6.51020)
H (1.41292, 2.52269, -7.98980)
N (-0.02356, -0.70976, 7.84862)
C (0.10758, -0.58498, 6.69008)
C (0.25500, -0.42706, 5.25966)
C (0.52586, -1.52556, 4.43655)
C (0.63530, -1.33765, 3.05842)
N (0.48834, -0.11658, 2.48068)
C (0.24196, 0.94580, 3.28193)
C (0.11817, 0.82872, 4.66780)
H (0.65184, -2.51790, 4.86029)
H (0.84208, -2.18405, 2.39516)
H (0.15388, 1.92623, 2.79198)
H (-0.08126, 1.71356, 5.26664)

Cartesian forces (eV/Å) of the 2 atoms listed first:
C -0.6 -0.7 -0.4
C 1.0 0.5 0.5

Atom charges from the Mulliken analysis, given in e for atoms 1 to 8: C -0.151; C 0.619; C -0.564; C -1.129; C -0.920; H 0.491; H 0.486; H 0.421